{"formula": "C4H8O2", "method": "ωB97M-V/def2-TZVPD", "homo_energy_ev": -10.007, "homo_lumo_gap_ev": 11.0, "total_charge": 0, "e_above_lowest_kj_mol": 258.8, "spin_multiplicity": 1, "smiles": "OCC[C@@H]1CO1", "lumo_energy_ev": 0.973, "symbols": ["O", "C", "C", "C", "C", "O", "H", "H", "H", "H", "H", "H", "H", "H"], "xyz": [[-1.848, 1.063, 0.352], [-1.338, -0.226, 0.592], [-0.440, -0.745, -0.545], [0.848, 0.018, -0.772], [1.689, 0.328, 0.364], [0.768, 1.345, -0.326], [-1.083, 1.590, 0.073], [-0.810, -0.282, 1.560], [-2.209, -0.888, 0.673], [-1.010, -0.690, -1.477], [-0.161, -1.788, -0.362], [1.367, -0.206, -1.694], [1.559, -0.296, 1.270], [2.668, 0.777, 0.292]], "forces_ev_per_angstrom": [[0.107, 0.135, -0.193], [0.167, -0.467, 0.040], [-0.024, -0.173, -0.149], [0.161, -0.691, -0.370], [-0.082, 0.627, -0.013], [0.737, -0.519, 1.548], [-0.161, 0.030, 0.193], [-0.059, 0.097, -0.190], [0.205, 0.041, -0.007], [-0.046, -0.161, 0.084], [-0.243, -0.092, -0.056], [-0.224, 0.390, -0.500], [-0.824, 1.359, 0.032], [0.285, -0.576, -0.419]], "nbo_charge": [-0.727, -0.060, -0.458, 0.057, -0.133, -0.514, 0.488, 0.150, 0.184, 0.220, 0.214, 0.181, 0.194, 0.204]}

{"formula": "C29H80N19O37", "method": "ωB97M-V/def2-TZVPD", "homo_energy_ev": -11.548, "homo_lumo_gap_ev": 8.1, "total_charge": 1, "spin_multiplicity": 1, "lumo_energy_ev": -3.436, "symbols": ["C", "O", "C", "C", "C", "C", "C", "C", "C", "C", "C", "C", "N", "H", "H", "H", "H", "H", "H", "H", "H", "H", "H", "H", "H", "H", "H", "H", "H", "H", "H", "H", "H", "H", "H", "H", "H", "H", "H", "C", "N", "O", "O", "H", "H", "H", "C", "N", "O", "O", "H", "H", "H", "C", "N", "O", "O", "H", "H", "H", "C", "N", "O", "O", "H", "H", "H", "C", "N", "O", "O", "H", "H", "H", "C", "N", "O", "O", "H", "H", "H", "C", "N", "O", "O", "H", "H", "H", "C", "N", "O", "O", "H", "H", "H", "C", "N", "O", "O", "H", "H", "H", "C", "N", "O", "O", "H", "H", "H", "C", "N", "O", "O", "H", "H", "H", "C", "N", "O", "O", "H", "H", "H", "C", "N", "O", "O", "H", "H", "H", "C", "N", "O", "O", "H", "H", "H", "C", "N", "O", "O", "H", "H", "H", "C", "N", "O", "O", "H", "H", "H", "C", "N", "O", "O", "H", "H", "H", "C", "N", "O", "O", "H", "H", "H"], "xyz": [[5.021, -1.672, -1.349], [4.842, -0.216, -1.446], [3.863, 0.286, -0.451], [2.370, 0.156, -1.115], [1.453, 1.547, -0.966], [-0.119, 1.029, -1.046], [-1.150, 2.142, -1.694], [-2.486, 1.303, -2.253], [-3.874, 1.828, -1.627], [-4.915, 0.777, -0.991], [-4.546, -0.805, -1.038], [-5.648, -1.804, -0.317], [-5.406, -3.197, -0.932], [4.635, -2.234, -2.327], [6.183, -1.906, -1.283], [4.468, -2.181, -0.449], [3.892, -0.339, 0.565], [4.072, 1.416, -0.206], [1.771, -0.674, -0.502], [2.388, -0.245, -2.235], [1.682, 2.001, 0.101], [1.754, 2.270, -1.836], [-0.084, 0.040, -1.714], [-0.452, 0.753, 0.045], [-0.611, 2.680, -2.613], [-1.438, 2.994, -0.944], [-2.502, 1.530, -3.424], [-2.216, 0.178, -2.143], [-4.448, 2.441, -2.476], [-3.623, 2.645, -0.794], [-5.159, 1.089, 0.135], [-5.956, 0.906, -1.562], [-3.539, -0.947, -0.414], [-4.343, -1.124, -2.155], [-6.759, -1.442, -0.460], [-5.342, -1.923, 0.827], [-4.496, -3.226, -1.479], [-6.155, -3.460, -1.624], [-5.296, -3.924, -0.166], [5.551, -1.258, 3.406], [4.393, -1.608, 4.272], [4.641, -2.133, 5.364], [3.268, -1.346, 3.831], [6.473, -1.543, 3.917], [5.442, -1.810, 2.470], [5.521, -0.179, 3.236], [5.157, -0.283, 7.887], [6.259, 0.699, 7.698], [6.395, 1.571, 8.564], [6.956, 0.566, 6.685], [4.629, -0.047, 8.814], [4.487, -0.195, 7.029], [5.606, -1.276, 7.941], [2.654, -4.394, 7.865], [3.305, -3.189, 8.445], [2.565, -2.275, 8.827], [4.540, -3.195, 8.501], [1.571, -4.252, 7.879], [3.015, -4.503, 6.840], [2.938, -5.251, 8.480], [0.639, -1.054, 5.628], [-0.270, -2.216, 5.824], [-1.448, -2.077, 5.477], [0.226, -3.234, 6.320], [0.072, -0.233, 5.185], [1.027, -0.771, 6.608], [1.442, -1.373, 4.960], [4.876, 2.266, -3.143], [4.565, 3.715, -3.009], [3.434, 4.084, -3.345], [5.465, 4.441, -2.572], [3.998, 1.751, -3.538], [5.720, 2.173, -3.830], [5.130, 1.891, -2.150], [6.657, 7.244, -3.551], [7.759, 8.226, -3.740], [7.895, 9.098, -2.874], [8.456, 8.093, -4.753], [6.129, 7.480, -2.624], [5.987, 7.332, -4.409], [7.106, 6.251, -3.497], [-5.023, 5.727, 0.217], [-5.331, 4.429, 0.876], [-4.811, 4.215, 1.977], [-6.086, 3.661, 0.268], [-4.351, 6.299, 0.861], [-4.545, 5.506, -0.739], [-5.967, 6.257, 0.077], [-8.046, -6.786, -3.145], [-7.619, -5.483, -2.569], [-7.427, -5.439, -1.349], [-7.490, -4.540, -3.359], [-8.119, -7.521, -2.340], [-9.019, -6.635, -3.618], [-7.292, -7.087, -3.875], [7.505, -3.072, 10.190], [7.680, -3.408, 11.629], [7.895, -4.593, 11.911], [7.597, -2.474, 12.434], [7.602, -3.985, 9.599], [6.508, -2.641, 10.072], [8.283, -2.354, 9.922], [-5.506, 3.288, -5.423], [-5.079, 4.592, -4.847], [-4.886, 4.636, -3.627], [-4.950, 5.534, -5.637], [-5.579, 2.553, -4.618], [-6.478, 3.439, -5.896], [-4.751, 2.987, -6.153], [6.517, -5.720, 2.250], [6.205, -4.272, 2.384], [5.074, -3.902, 2.048], [7.106, -3.546, 2.822], [5.638, -6.235, 1.855], [7.360, -5.814, 1.563], [6.770, -6.096, 3.243], [9.401, -0.900, -1.266], [9.358, -2.387, -1.261], [9.960, -2.974, -2.168], [8.722, -2.924, -0.346], [9.992, -0.567, -2.122], [8.373, -0.541, -1.344], [9.864, -0.580, -0.330], [-8.903, 5.660, -7.463], [-8.255, 4.347, -7.726], [-8.008, 4.063, -8.904], [-8.014, 3.637, -6.742], [-9.055, 6.176, -8.414], [-9.859, 5.464, -6.974], [-8.235, 6.234, -6.817], [-3.061, 6.778, -9.023], [-3.970, 5.616, -8.828], [-5.149, 5.755, -9.175], [-3.475, 4.598, -8.331], [-3.628, 7.599, -9.466], [-2.673, 7.061, -8.043], [-2.258, 6.459, -9.692], [-4.370, 9.108, -5.386], [-2.980, 9.323, -5.870], [-2.697, 8.887, -6.992], [-2.212, 9.924, -5.111], [-4.932, 8.569, -6.152], [-4.311, 8.521, -4.467], [-4.811, 10.089, -5.203], [-11.239, -2.702, -3.259], [-11.282, -4.189, -3.254], [-10.681, -4.776, -4.161], [-11.919, -4.725, -2.339], [-10.648, -2.369, -4.115], [-12.268, -2.343, -3.338], [-10.777, -2.382, -2.323], [4.148, -8.846, 4.724], [5.250, -7.865, 4.534], [5.387, -6.993, 5.400], [5.947, -7.998, 3.522], [3.620, -8.611, 5.650], [3.478, -8.759, 3.866], [4.597, -9.840, 4.778], [-2.552, -4.850, 4.166], [-1.904, -6.164, 3.904], [-1.656, -6.447, 2.726], [-1.663, -6.873, 4.887], [-2.704, -4.335, 3.215], [-3.508, -5.046, 4.656], [-1.884, -4.277, 4.813]], "forces_ev_per_angstrom": [[0.619, -1.369, -0.711], [-0.776, -1.152, 2.075], [-1.038, -0.197, -0.337], [-1.015, -0.240, 0.970], [0.253, -1.568, 0.100], [0.742, 0.752, -0.214], [0.334, -0.761, -0.635], [1.081, 1.115, -1.116], [-0.167, 1.246, -0.108], [-1.838, -0.157, 0.545], [0.869, 0.392, 0.609], [1.168, 1.626, 0.571], [0.545, -0.605, -0.109], [0.691, 1.443, 1.969], [-2.451, 0.510, 0.036], [1.088, 1.245, -1.529], [0.148, 1.371, -2.214], [-0.118, -2.228, -0.612], [1.289, 1.662, -1.283], [0.224, 1.104, 2.354], [-0.471, -0.681, -2.316], [-0.758, -1.160, 1.790], [-0.361, 2.207, 1.382], [0.531, 0.369, -2.140], [-1.150, -1.264, 2.024], [0.510, -1.783, -1.268], [-0.094, -0.718, 2.500], [-0.880, 1.915, -0.004], [1.280, -1.365, 1.985], [-0.529, -1.895, -1.764], [0.621, -0.774, -2.436], [2.173, -0.341, 1.232], [-2.020, 0.142, -1.531], [-0.520, 0.482, 2.145], [2.302, -1.048, 0.282], [-1.064, 0.483, -2.529], [-1.202, 0.328, 0.847], [0.500, -0.128, 0.940], [-0.654, 0.840, -1.386], [0.344, 0.379, 0.045], [-0.050, -0.302, 0.560], [-0.885, 0.668, -1.536], [1.152, -0.405, 0.701], [-0.429, 0.083, -0.090], [-0.098, 0.286, 0.332], [-0.155, -0.128, 0.062], [-0.109, 0.027, 0.288], [0.596, 0.869, 0.136], [0.045, -1.189, -1.435], [-0.801, 0.318, 1.307], [0.224, -0.001, -0.225], [0.232, -0.136, 0.110], [-0.162, 0.285, -0.205], [-0.372, -0.195, 0.006], [0.212, 0.698, 0.308], [1.340, -1.027, -0.504], [-1.729, 0.099, 0.108], [0.413, 0.074, 0.046], [0.068, 0.013, 0.228], [0.137, 0.174, -0.157], [-0.053, 0.293, -0.115], [-0.350, -0.420, 0.229], [1.403, -0.572, 0.484], [-1.097, 1.294, -0.881], [0.008, -0.299, 0.150], [0.031, -0.198, -0.138], [-0.041, -0.011, 0.274], [-0.117, -0.167, -0.015], [-0.318, 0.900, -0.068], [1.613, -0.228, 0.581], [-1.381, -0.818, -0.615], [0.189, 0.226, 0.138], [-0.065, 0.053, 0.234], [0.106, 0.122, -0.352], [-0.212, -0.077, 0.231], [0.782, 0.815, -0.065], [-0.005, -1.155, -1.349], [-0.900, 0.304, 1.483], [0.225, -0.009, -0.249], [0.216, -0.100, 0.092], [-0.114, 0.217, -0.132], [0.195, 0.305, 0.050], [-0.075, -0.731, 0.671], [-0.860, -0.009, -1.641], [1.022, 0.821, 0.943], [-0.196, -0.257, -0.076], [-0.238, -0.002, 0.065], [0.152, -0.193, -0.096], [-0.144, -0.418, 0.112], [-0.069, 0.238, -0.085], [0.060, 0.561, -1.424], [0.183, -0.873, 1.608], [0.064, 0.318, -0.118], [0.183, 0.115, -0.046], [-0.177, 0.185, 0.032], [0.004, -0.115, -0.302], [0.156, -0.273, 1.118], [-0.304, 1.700, -0.187], [0.136, -1.480, -1.089], [-0.026, 0.188, 0.260], [0.219, 0.009, 0.065], [-0.205, -0.029, 0.121], [0.180, -0.275, 0.172], [0.293, 0.593, 0.138], [-0.147, 0.365, -1.453], [-0.191, -1.108, 1.408], [0.086, 0.292, -0.066], [0.598, -0.043, 0.102], [-0.163, 0.208, -0.027], [-0.042, 0.092, -0.099], [0.440, 0.553, 0.056], [1.187, -0.146, 0.386], [-1.459, -1.138, -0.775], [0.213, 0.304, 0.131], [-0.046, 0.098, 0.199], [0.085, 0.337, -0.386], [0.158, 0.264, -0.170], [0.183, -1.135, -0.277], [-1.004, 0.678, 1.476], [0.801, 0.576, -1.272], [-0.139, -0.216, 0.204], [0.149, -0.076, 0.160], [-0.215, -0.084, -0.109], [-0.105, 0.277, -0.166], [0.433, -0.568, -1.405], [-0.386, 0.204, 2.331], [-0.766, 0.619, -1.330], [0.118, -0.254, 0.200], [0.246, 0.003, 0.032], [-0.139, -0.189, -0.020], [0.064, 0.160, -0.116], [-0.630, -0.656, 0.038], [1.514, -0.485, 0.663], [-0.909, 1.260, -0.667], [0.067, -0.292, 0.160], [-0.045, -0.226, -0.343], [-0.105, -0.033, 0.205], [-0.323, -0.121, -0.095], [1.106, 0.359, -0.006], [-0.123, 0.808, 1.559], [-1.129, -1.025, -1.380], [0.262, 0.106, 0.158], [0.024, 0.191, -0.140], [0.176, -0.160, 0.081], [0.109, 0.280, -0.240], [-0.244, -1.060, 0.210], [-0.715, 0.484, 1.277], [1.119, 0.668, -1.484], [-0.151, -0.217, 0.183], [0.183, -0.091, 0.165], [-0.243, -0.093, -0.095], [-0.276, -0.082, 0.217], [0.555, 0.586, 0.131], [0.078, -1.079, -1.459], [-0.944, -0.226, 1.715], [0.230, 0.032, -0.238], [0.215, -0.098, 0.081], [-0.065, 0.194, -0.156], [-0.045, 0.180, -0.067], [0.404, -1.010, 0.038], [-0.211, 0.151, 1.490], [-0.297, 1.013, -1.692], [0.129, -0.231, 0.191], [0.262, 0.019, 0.069], [-0.247, -0.155, 0.010]], "lowdin_charge": [-0.103, -0.298, -0.204, -0.188, -0.193, -0.228, -0.188, -0.203, -0.205, -0.217, -0.208, -0.135, 0.125, 0.109, 0.090, 0.096, 0.127, 0.128, 0.113, 0.131, 0.121, 0.103, 0.110, 0.118, 0.121, 0.109, 0.119, 0.081, 0.097, 0.110, 0.126, 0.127, 0.135, 0.127, 0.155, 0.154, 0.171, 0.122, 0.178, 0.028, -0.382, 0.051, 0.024, 0.094, 0.061, 0.107, 0.017, -0.421, 0.061, 0.038, 0.099, 0.087, 0.071, 0.043, -0.390, 0.058, 0.025, 0.073, 0.101, 0.106, 0.054, -0.397, 0.042, 0.046, 0.100, 0.105, 0.066, 0.040, -0.410, 0.048, 0.043, 0.097, 0.109, 0.072, 0.022, -0.428, 0.053, 0.046, 0.096, 0.103, 0.086, 0.045, -0.422, 0.057, 0.028, 0.100, 0.092, 0.105, 0.062, -0.407, 0.037, 0.050, 0.107, 0.093, 0.112, 0.033, -0.425, 0.051, 0.052, 0.098, 0.078, 0.104, 0.051, -0.400, 0.029, 0.042, 0.086, 0.049, 0.107, 0.039, -0.381, 0.027, 0.053, 0.095, 0.114, 0.079, 0.041, -0.426, 0.063, 0.029, 0.099, 0.088, 0.105, 0.050, -0.390, 0.087, 0.000, 0.102, 0.103, 0.100, 0.035, -0.417, 0.043, 0.034, 0.100, 0.071, 0.106, 0.041, -0.404, 0.028, 0.068, 0.091, 0.100, 0.103, 0.040, -0.419, 0.037, 0.063, 0.098, 0.106, 0.099, 0.049, -0.401, 0.066, 0.020, 0.098, 0.105, 0.106, 0.035, -0.425, 0.035, 0.059, 0.088, 0.106, 0.065]}

{"formula": "C2H6F2Si", "method": "ωB97M-V/def2-TZVPD", "homo_energy_ev": -9.609, "homo_lumo_gap_ev": 9.9, "total_charge": 0, "e_above_lowest_kj_mol": 739.3, "spin_multiplicity": 1, "lumo_energy_ev": 0.325, "symbols": ["C", "C", "F", "F", "Si", "H", "H", "H", "H", "H", "H"], "xyz": [[0.814, -0.721, 0.626], [-2.068, -0.089, -0.410], [-2.350, -1.353, -0.048], [-2.920, 0.717, 0.292], [-0.414, 0.648, 0.103], [0.947, -0.901, 1.674], [0.439, -1.653, 0.359], [1.776, -0.406, 0.454], [-2.459, 0.167, -1.492], [-0.607, 1.901, 0.884], [-0.351, 1.959, -1.542]], "forces_ev_per_angstrom": [[-1.915, 1.998, 1.230], [-1.566, 1.445, -2.293], [0.204, -0.673, -0.097], [-1.077, 0.576, 1.117], [0.916, 2.009, -2.109], [-0.780, 0.602, 1.248], [-0.046, -1.663, -1.579], [2.434, 0.040, -1.622], [1.345, -1.277, 1.560], [0.039, -0.771, 0.488], [0.446, -2.286, 2.057]], "nbo_charge": [-1.106, 0.164, -0.345, -0.367, 1.085, 0.262, 0.257, 0.254, 0.163, -0.143, -0.226]}

{"formula": "C6H12N2O", "method": "ωB97M-V/def2-TZVPD", "homo_energy_ev": [-13.994, -13.994], "homo_lumo_gap_ev": [10.0, 6.2], "total_charge": 1, "e_above_lowest_kj_mol": 48.4, "spin_multiplicity": 2, "s_squared": 0.762, "lumo_energy_ev": [-4.028, -7.783], "symbols": ["C", "C", "C", "C", "N", "N", "H", "H", "H", "H", "H", "H", "C", "C", "O", "H", "H", "H", "H", "H", "H"], "xyz": [[0.877, 0.588, -3.604], [-1.527, 0.971, -1.056], [0.259, -0.246, -1.197], [-0.020, 0.463, -2.445], [-0.742, 0.050, -0.390], [-1.123, 1.197, -2.286], [-0.800, -0.195, 0.599], [-2.286, 1.559, -0.559], [1.051, -0.972, -1.071], [1.801, 1.095, -3.316], [0.373, 1.188, -4.355], [1.057, -0.375, -4.076], [0.011, -0.886, 3.030], [0.773, 0.136, 3.858], [0.852, -1.837, 2.361], [-0.678, -1.464, 3.633], [-0.676, -0.466, 2.271], [1.843, -0.084, 3.779], [1.374, -1.370, 1.699], [0.522, 0.009, 4.912], [0.718, 1.187, 3.556]], "forces_ev_per_angstrom": [[-0.717, -0.015, -0.403], [-0.264, 0.645, 0.098], [0.026, -0.620, -1.247], [0.571, 0.540, 0.310], [0.439, 0.137, 0.536], [-0.115, -0.162, 0.047], [-0.166, -0.109, -0.198], [-0.220, -0.328, 0.034], [-0.119, 0.092, 0.536], [0.120, -0.271, -0.005], [-0.004, 0.217, -0.006], [0.430, -0.192, 0.189], [-0.161, -0.248, -0.687], [0.686, -0.028, 0.104], [-0.300, 0.212, -0.092], [0.171, -0.253, 0.254], [0.104, 0.490, 0.235], [-0.113, -0.211, 0.059], [0.197, -0.041, 0.305], [-0.026, 0.349, -0.111], [-0.541, -0.206, 0.043]], "lowdin_spin": [0.043, 0.258, 0.331, 0.245, 0.078, -0.003, -0.001, 0.008, 0.011, 0.017, 0.000, 0.013, 0.000, 0.000, 0.000, 0.000, 0.000, 0.000, 0.000, 0.000, 0.000]}